This record from the OMol25 dataset describes 2 unconnected molecules or ions with the total composition C3H8OS. The level of theory is wB97M-V/def2-TZVPD.

Structure (XYZ):
```
13
C3H8OS | the OMol25 dataset | wB97M-V/def2-TZVPD
C 2.65278 1.23118 -0.27115
O 2.00484 1.67649 -1.17416
H 3.71778 1.00142 -0.38036
H 2.19752 1.01797 0.71798
C -1.01330 -1.37550 0.46456
C -1.38933 -0.31365 -0.55221
S -1.52661 1.35553 0.12020
H -1.06283 -2.36406 0.00703
H -0.00845 -1.20605 0.84645
H -1.66862 -1.32551 1.32781
H -2.35384 -0.54451 -1.00673
H -0.67197 -0.32038 -1.37319
H -0.87797 1.16705 1.27376
```

Calculated values
gap between HOMO and LUMO: 9.66 eV
calculated total energy: -16122.3293 eV
ΔE to the lowest compared entry with this formula, charge and spin: 87.6 kJ/mol
charge: 0
E_HOMO: -8.85 eV
maximum force: 0.52 eV Å⁻¹
2S+1: 1